C16H69BrNO24P2 | ωB97M-V with the def2-TZVPD basis set

The total energy comes out at -156962.1304 eV. The value obtained for the frontier orbital gap is 5.78 eV. Its charge is -1. The highest occupied orbital energy is -4.2414 eV.

Positions of all 113 atoms, in Å:
C -2.883589 -1.197283 3.098391
C -2.791891 -1.795744 1.681609
C -1.399517 -2.366687 1.332476
P -0.235488 -1.330691 0.210559
O -1.015672 0.145454 0.741294
C -1.597959 -1.525202 -1.177270
C -1.458414 -1.251477 -2.671946
O -0.274085 -1.742364 -3.333625
C -0.374596 -1.944843 -4.651126
O -0.918395 -2.922903 -5.117989
C 0.276230 -0.922451 -5.535879
C 1.525568 -0.262735 -4.920431
P 0.959475 0.213078 -1.086057
O 1.499460 1.406675 -0.311097
C 0.722052 -2.873137 -0.389569
C 0.829813 -4.071009 0.300953
C 1.610817 -5.115025 -0.177164
C 2.261951 -4.886767 -1.379735
C 2.064516 -3.699112 -2.044769
N 1.315014 -2.721858 -1.562350
C 1.192436 -1.021387 1.581028
Br 3.074482 -1.213995 0.828833
C 1.262781 -1.802386 2.893652
C 0.506658 -1.068417 4.028039
H -3.926368 -1.194024 3.417708
H -2.277364 -1.778241 3.790474
H -2.522512 -0.173191 3.102923
H -3.195295 -1.051249 1.000936
H -3.516056 -2.618092 1.700036
H -1.612977 -3.327466 0.871083
H -1.024208 -2.678760 2.304520
H -0.929911 0.275440 1.690004
H -2.138917 -2.464670 -1.071872
H -2.347927 -0.780747 -0.908539
H -1.587835 -0.197830 -2.916391
H -2.320550 -1.705636 -3.174310
H -0.427146 -0.151565 -5.809291
H 0.586181 -1.446889 -6.431986
H 1.435644 0.814178 -4.881512
H 2.389280 -0.471836 -5.548419
H 1.745408 -0.648505 -3.928651
H 0.082828 0.842841 -2.009129
H 2.022452 -0.279972 -1.872901
H 0.327264 -4.257896 1.236555
H 1.708336 -6.026832 0.389521
H 2.918792 -5.637259 -1.801004
H 2.540568 -3.471002 -2.986096
H 1.221562 0.016572 1.895675
H 0.943200 -2.841101 2.907721
H 2.286190 -1.825362 3.257231
H 1.211709 -0.429604 4.559395
H 0.134942 -1.766784 4.768742
H -0.276695 -0.410204 3.662125
O -3.804875 -4.591867 -4.701043
H -3.618898 -4.829415 -5.613875
H -2.953384 -4.265845 -4.375636
O 4.163538 -3.017818 -4.238901
H 4.995756 -2.953132 -3.756394
H 3.869831 -2.101120 -4.288640
O -1.981420 1.873049 3.756634
H -1.782516 1.941593 4.695479
H -1.955667 2.785168 3.441347
O -1.862233 -4.827472 3.154380
H -2.195269 -5.729590 3.175465
H -2.600661 -4.281466 3.444333
O -3.145956 4.379114 3.997071
H -3.662829 5.192696 4.072980
H -3.797415 3.677406 4.092696
O -2.670268 0.198594 -5.680948
H -3.015476 -0.697910 -5.767042
H -3.451803 0.760741 -5.660314
O -5.958692 4.947500 4.070532
H -6.466683 5.761998 4.147977
H -6.616459 4.247985 4.165128
O 1.892569 -2.717156 6.221082
H 2.177005 -3.262710 6.960088
H 2.673731 -2.644664 5.660719
O -0.622585 5.801261 4.327423
H -0.695290 6.174540 3.443449
H -1.456815 5.324965 4.445188
O -2.936563 7.458997 4.632967
H -2.066007 7.402673 5.048625
H -3.042225 8.396293 4.448726
O 3.865741 -0.364056 5.225153
H 3.629208 0.567964 5.261463
H 4.596902 -0.400673 4.599696
O 5.620700 -1.209971 -2.431260
H 5.658601 -1.286888 -1.473575
H 5.400727 -0.282706 -2.591569
O 3.530685 2.038964 -4.945083
H 3.421730 2.087791 -3.988548
H 3.673011 2.952145 -5.214076
O 4.435451 1.594496 -1.260785
H 3.526453 1.899445 -1.142914
H 4.674003 1.250776 -0.394184
O -7.699235 4.194827 1.851545
H -7.741820 4.045468 0.902378
H -6.799247 4.506961 2.009351
O 6.219840 1.029590 -6.374074
H 5.812935 0.163576 -6.477986
H 5.461297 1.619374 -6.303256
O 2.350116 -3.219706 -6.731817
H 2.511940 -3.707701 -5.914099
H 2.202360 -3.899557 -7.394679
O -0.766917 8.986928 5.959532
H -0.537331 8.442348 6.720260
H 0.036756 8.999405 5.428897
O -0.793488 2.348123 -6.147998
H -1.332771 3.140012 -6.221536
H -1.419748 1.612044 -6.209527
O 1.504952 4.144423 5.601159
H 1.104561 3.270634 5.575629
H 0.837903 4.727510 5.210034

Forces on the atoms, in the same order (eV/Å):
0.1 0.1 -0.7
-0.4 0.0 0.7
-0.7 0.0 0.3
-0.6 -0.6 0.5
0.0 0.0 -0.3
-0.1 0.5 -0.5
-0.8 -0.2 -0.4
-0.3 0.4 0.2
-0.2 -0.1 -0.5
-0.5 0.0 0.2
1.3 0.0 0.2
0.0 -0.2 -0.3
0.5 1.2 0.4
0.4 0.0 0.2
-0.5 0.5 -0.1
0.0 -0.9 0.7
-0.1 1.1 -0.4
0.4 -1.0 0.0
-0.1 0.3 -0.1
0.2 0.1 0.2
0.7 -0.5 0.6
-0.1 0.0 -0.1
-0.3 0.2 1.1
0.3 0.2 -0.2
0.0 0.1 0.2
-0.1 -0.1 0.2
0.0 0.0 0.2
0.2 -0.1 -0.3
0.0 -0.2 -0.3
0.3 0.0 -0.4
0.6 0.2 -0.1
0.1 0.1 0.0
0.4 -0.4 0.2
0.0 0.1 0.2
0.5 0.3 0.2
0.0 -0.3 0.0
-0.4 -0.1 0.1
-0.3 -0.1 -0.2
-0.1 0.1 0.2
0.1 0.0 -0.1
-0.1 0.1 0.1
-0.1 -0.7 -0.3
-0.3 -0.1 -0.3
-0.2 0.3 0.1
0.1 -0.2 0.0
0.0 0.0 -0.1
0.1 -0.3 0.0
0.0 0.3 -0.5
-0.1 -0.1 -0.6
0.2 -0.1 -0.2
0.1 0.1 0.0
-0.3 0.0 0.0
-0.3 -0.2 0.0
0.1 0.0 0.0
0.0 0.0 0.0
0.0 0.1 -0.1
0.2 -0.1 -0.5
-0.1 0.2 0.2
0.0 0.0 0.1
0.0 0.1 0.1
0.0 -0.1 0.0
0.1 -0.1 -0.1
0.0 -0.2 0.1
0.0 0.0 0.0
0.0 0.1 -0.1
0.0 0.3 0.1
0.0 0.0 0.0
0.1 0.0 0.0
-0.4 0.1 -0.1
0.2 -0.1 0.0
-0.1 -0.1 0.1
-0.2 0.0 0.0
0.0 0.0 0.0
0.0 0.0 0.0
0.1 -0.2 0.2
0.0 0.0 0.0
-0.1 0.3 0.0
0.1 0.1 0.2
0.1 -0.1 0.0
-0.1 -0.2 -0.1
-0.2 -0.1 -0.1
0.0 0.1 -0.1
0.0 0.0 0.1
0.2 -0.1 0.1
-0.1 0.0 0.0
-0.1 0.0 -0.1
0.2 0.0 -0.1
-0.2 0.0 0.0
-0.1 0.0 0.2
0.2 0.3 -0.2
0.1 -0.1 0.1
-0.1 0.0 0.1
0.5 0.2 -0.3
-0.5 -0.3 0.3
-0.2 -0.1 0.0
0.1 0.1 0.0
0.0 -0.1 0.0
0.0 0.0 0.0
0.0 0.0 -0.2
0.0 0.0 0.1
-0.1 -0.1 0.2
0.0 -0.1 0.0
0.2 0.2 0.0
-0.1 0.0 0.0
0.1 0.0 0.0
0.0 0.0 0.0
0.0 0.0 0.0
-0.1 0.1 -0.1
0.0 0.0 0.0
0.1 0.0 0.1
-0.1 0.0 0.2
0.0 0.0 -0.1
0.0 0.0 -0.2

=====

C6H16O | ωB97M-V with the def2-TZVPD basis set

The total energy comes out at -8526.1542 eV. The value obtained for the frontier orbital gap is 10.50 eV. Its charge is 0. The highest occupied orbital energy is -9.5934 eV. Its SMILES is CCCCCC.O.

Positions of all 23 atoms, in Å:
C -2.189650 -0.093163 1.684927
C -0.840283 -0.313701 2.366885
C -0.294816 -1.704512 1.975934
C -0.146488 -1.939729 0.294655
C 0.356012 -0.690171 -0.308791
C 1.823922 -0.206666 -0.429181
H -2.578775 0.707064 2.169616
H -2.246316 -0.186903 0.580439
H -2.946519 -0.932028 2.087717
H -0.117971 0.476432 2.103639
H -1.059510 -0.185843 3.390192
H 0.716224 -1.873357 2.198240
H -0.873876 -2.616908 2.219172
H -0.940923 -2.355364 -0.289984
H 0.660744 -2.853388 0.126247
H -0.017578 -0.865927 -1.411007
H -0.179487 0.378581 -0.220684
H 2.439514 -1.122497 -0.409657
H 1.992007 0.612391 0.163657
H 1.963044 0.201757 -1.520659
O 1.021250 4.029975 -4.379530
H 1.904752 4.559318 -4.539404
H 0.862493 3.504522 -5.117864

Forces on the atoms, in the same order (eV/Å):
-0.8 -4.4 0.1
0.0 -1.2 -2.2
-1.0 -1.2 -3.3
2.5 -1.3 3.3
-1.4 3.6 -5.2
-1.0 -2.6 -3.9
-1.5 3.1 0.3
0.2 0.7 0.8
1.7 1.3 -0.9
-0.2 -0.3 -0.1
0.2 -0.3 1.5
1.3 -0.1 1.1
0.0 0.9 0.8
-1.2 0.2 0.4
-1.5 2.4 0.7
1.1 0.4 1.4
0.2 -2.7 0.8
0.5 0.9 0.6
1.1 1.4 2.0
-0.3 -0.7 1.9
3.0 3.1 1.9
-2.8 -1.8 0.3
-0.2 -1.3 -2.1

=====

C4H12N2 | ωB97M-V with the def2-TZVPD basis set

The total energy comes out at -7320.2415 eV. The value obtained for the frontier orbital gap is 9.46 eV. Its charge is 0. The highest occupied orbital energy is -8.6471 eV. Its SMILES is C=CC.NCN.

Positions of all 18 atoms, in Å:
C -0.564088 -2.883574 0.662223
C -1.598511 -2.686382 -0.195449
C -2.975901 -2.530353 0.460440
H 0.155632 -3.601790 0.264154
H -0.441970 -2.327272 1.574999
H -1.371346 -2.582001 -1.250594
H -2.797190 -1.646925 1.102799
H -3.293386 -3.384214 1.044645
H -3.748229 -2.307529 -0.273471
N 3.114774 2.184461 -0.648714
C 1.984706 2.772327 0.084189
N 0.807056 2.931677 -0.762909
H 3.512328 2.776766 -1.359735
H 2.724914 1.289394 -0.911548
H 2.241196 3.803140 0.361748
H 1.881940 2.125537 0.953307
H 0.296372 3.793817 -0.592685
H 0.071710 2.272921 -0.513395

Forces on the atoms, in the same order (eV/Å):
-0.2 -0.3 -2.2
-0.1 -0.3 2.1
0.9 2.0 -1.1
1.0 1.2 0.2
-0.5 -1.0 0.9
-0.6 -1.3 -0.3
-0.8 -0.4 0.2
0.3 -0.2 0.0
-0.1 0.2 0.1
-0.7 -0.1 1.7
1.1 1.2 -0.9
-1.5 -0.4 0.3
-0.5 -0.3 -0.4
0.8 0.0 -1.0
0.3 -0.4 0.5
-0.5 0.2 0.2
0.6 0.3 0.0
0.4 -0.5 -0.2

=====

C3H8N4O | ωB97M-V with the def2-TZVPD basis set

The total energy comes out at -11245.8853 eV. The value obtained for the frontier orbital gap is 9.63 eV. Its charge is 0. The highest occupied orbital energy is -8.8433 eV. Its SMILES is N/N=C\N/N=C\CO.

Positions of all 16 atoms, in Å:
N -0.998099 2.769482 0.314653
N -0.192084 1.968264 1.201641
C 0.361542 0.953829 0.659592
N 0.225164 0.601486 -0.709115
N 1.173883 -0.270237 -1.262781
C 1.115376 -1.457942 -0.834464
C 0.165454 -2.091617 0.155375
O -1.188870 -1.860562 -0.112755
H -1.695457 2.142841 -0.124283
H -1.492234 3.421178 0.932981
H 1.041829 0.323589 1.254778
H 0.195426 1.452715 -1.250679
H 1.842070 -2.079093 -1.334410
H 0.474133 -1.807990 1.175144
H 0.289756 -3.183440 0.141706
H -1.317890 -0.882502 -0.207384

Forces on the atoms, in the same order (eV/Å):
0.0 -1.0 0.6
-0.1 -0.2 -0.6
0.3 0.2 -0.1
-0.3 0.6 0.9
-0.4 0.3 0.1
0.3 -0.5 -0.3
0.5 -0.5 0.3
-0.4 1.4 -0.1
0.3 0.6 0.2
0.2 -0.4 -0.5
-0.5 0.4 -0.2
0.0 0.2 -0.3
0.2 -0.4 0.1
-0.3 0.1 -0.1
0.1 0.3 -0.2
0.2 -1.1 0.0

=====

C7H15O6Sn | ωB97M-V with the def2-TZVPD basis set

The total energy comes out at -25593.7706 eV. The value obtained for the frontier orbital gap (spin up / spin down) is 4.22 / 1.53 eV. Its charge is +2. The highest occupied orbital energy (spin up / spin down) is -14.0498 / -13.9718 eV. Its expectation value of S² is 0.757. The spin multiplicity is 2.

Positions of all 29 atoms, in Å:
Sn 11.974084 -19.923173 -18.866244
O 13.110661 -18.223700 -14.087972
C 12.463149 -18.231851 -15.249346
O 11.572289 -17.446709 -15.319029
O 12.721594 -19.025846 -16.143163
H 12.534352 -17.590368 -13.653984
C 9.240041 -23.246526 -13.362903
O 9.595183 -23.375306 -14.692104
C 9.052772 -22.295980 -15.475534
C 9.445826 -22.401536 -16.944623
O 10.886569 -22.108726 -17.149005
C 11.770539 -23.269314 -16.988729
C 13.199868 -22.951998 -16.720658
O 13.658397 -22.277987 -17.844173
C 14.306866 -23.177403 -18.683583
H 10.082745 -23.644791 -12.797816
H 8.390493 -23.906873 -13.188781
H 9.041120 -22.259907 -12.944446
H 9.445823 -21.347617 -15.109151
H 7.966517 -22.279825 -15.386817
H 8.758172 -21.707106 -17.427326
H 9.327411 -23.425914 -17.297783
H 11.522228 -23.963949 -17.791180
H 11.449753 -23.724317 -16.051628
H 13.744750 -23.826411 -16.364846
H 13.332321 -22.209699 -15.933548
H 14.340801 -22.773871 -19.695565
H 13.753728 -24.104561 -18.833596
H 15.376424 -23.291311 -18.507044

Forces on the atoms, in the same order (eV/Å):
0.9 -0.1 3.2
1.5 -1.4 0.3
-1.1 1.8 1.6
-3.5 2.8 -0.7
2.3 -4.9 -4.6
0.2 0.5 0.8
1.3 -0.1 1.6
-1.3 1.4 -0.3
1.2 0.0 -1.6
1.6 -1.0 0.7
-0.6 1.2 -0.5
-1.9 -0.7 1.7
-1.0 1.7 0.8
0.7 0.8 -0.8
0.9 -0.1 -2.9
0.0 -0.6 0.2
-0.4 -0.6 0.0
-0.4 0.3 -0.8
0.1 0.1 0.6
-0.3 -0.2 0.4
0.6 0.1 -0.6
-0.6 0.1 -0.2
0.5 0.0 -0.2
-0.2 -0.5 0.0
0.2 -0.2 -0.7
-0.6 -0.1 0.5
-0.3 0.4 -0.2
0.2 -0.3 0.5
-0.2 -0.4 0.9

=====

C43H38N6O4PdS | ωB97M-V with the def2-TZVPD basis set

The total energy comes out at -76637.4087 eV. The value obtained for the frontier orbital gap (spin up / spin down) is 7.20 / 6.71 eV. Its charge is +2. The highest occupied orbital energy (spin up / spin down) is -12.6811 / -13.9061 eV. Its expectation value of S² is 6.022. The spin multiplicity is 5.

Positions of all 93 atoms, in Å:
Pd -1.370181 0.357061 -0.942801
C 4.216052 1.191745 2.892645
C 2.805465 0.713867 3.112909
C 2.463004 0.388990 4.545735
O 2.523891 -0.453489 2.304091
C 1.511979 -0.210117 1.478500
C 1.138374 1.216304 1.639784
O 1.912202 1.724036 2.588587
C -0.832986 1.283263 1.935727
O -1.154875 0.245246 1.236952
C -1.330399 2.593455 1.345376
C -2.442412 3.171490 1.964966
C -3.108745 4.242761 1.383672
C -2.672941 4.763123 0.172609
C -1.573391 4.197755 -0.455808
C -0.912211 3.116507 0.116369
C -0.846379 1.145384 3.416186
C -0.515424 2.227950 4.232603
C -0.537972 2.090794 5.609023
C -0.875025 0.869063 6.180979
C -1.193810 -0.214821 5.372483
C -1.175062 -0.081248 3.992922
C 1.850184 -0.391534 -0.579792
O 0.839609 0.313207 -0.926133
C 3.194944 0.256511 -0.578085
C 3.319895 1.593381 -0.954454
C 4.565846 2.201735 -0.965800
C 5.696375 1.478761 -0.607791
C 5.578052 0.148545 -0.219056
C 4.332912 -0.454133 -0.185652
C 1.753410 -1.856713 -0.873411
C 0.683721 -2.628374 -0.419323
C 0.526513 -3.939262 -0.836455
C 1.421688 -4.496985 -1.738223
C 2.472764 -3.733298 -2.220300
C 2.640576 -2.425990 -1.790545
H 4.913914 0.401398 3.166559
H 4.404738 2.053370 3.531801
H 4.368161 1.470218 1.851663
H 3.134336 -0.389625 4.905291
H 1.431731 0.048244 4.628530
H 2.600120 1.276391 5.161462
H 0.753509 -0.977530 1.445642
H 1.073046 1.834701 0.761317
H -2.787981 2.778872 2.911980
H -3.964842 4.677050 1.883612
H -3.181515 5.607454 -0.273418
H -1.215513 4.609391 -1.391168
H -0.068294 2.704761 -0.423966
H -0.250075 3.180220 3.789797
H -0.294175 2.935461 6.240198
H -0.892135 0.763525 7.257756
H -1.466430 -1.162326 5.817922
H -1.437215 -0.919341 3.360643
H 2.446809 2.139769 -1.286938
H 4.660875 3.234082 -1.276180
H 6.669784 1.950742 -0.631723
H 6.458186 -0.413259 0.064831
H 4.239296 -1.481261 0.142009
H -0.046983 -2.213900 0.263978
H -0.292813 -4.532006 -0.450130
H 1.300762 -5.522165 -2.063280
H 3.171035 -4.154715 -2.931516
H 3.458462 -1.842489 -2.189201
S -3.080421 -4.527778 -6.464543
N -2.382562 -3.081317 -6.549411
C -2.301130 -2.624533 -5.313016
C -1.743380 -1.352958 -4.926360
C -1.205484 -0.440495 -5.837610
C -0.692547 0.745800 -5.365923
C -0.739341 1.002913 -3.999585
N -1.257301 0.153642 -3.125216
C -1.745312 -1.026517 -3.563705
C -2.273116 -1.964158 -2.564874
N -2.203134 -1.609918 -1.267664
C -2.675313 -2.423024 -0.337350
C -3.247602 -3.652427 -0.638843
C -3.319302 -4.048089 -1.955685
C -2.821418 -3.196768 -2.944955
C -2.832560 -3.518852 -4.349100
N -3.305740 -4.633951 -4.875426
H -1.198302 -0.678707 -6.893039
H -0.260000 1.476757 -6.034036
H -0.340887 1.923805 -3.591596
H -2.585448 -2.072940 0.685135
H -3.623386 -4.278092 0.158642
H -3.751572 -4.999317 -2.236627
N -4.491955 0.375342 -0.472991
N -3.424252 1.227939 -0.895043
H -5.349490 0.911101 -0.379801
H -4.256326 0.032424 0.451370
H -3.365337 2.089461 -0.353507
H -3.619857 1.488628 -1.855193

Forces on the atoms, in the same order (eV/Å):
0.1 -0.1 0.1
0.0 0.0 0.0
0.2 0.0 0.2
0.0 0.0 0.0
0.0 0.0 0.2
-0.2 -0.2 0.6
0.5 0.1 -0.2
0.1 0.1 0.0
-0.6 0.0 -0.1
0.0 -0.1 0.0
-0.1 0.1 0.0
0.1 0.0 0.0
0.0 0.0 0.0
0.0 0.0 0.0
0.0 0.0 0.0
-0.1 -0.1 0.1
0.1 -0.1 0.1
0.0 0.0 0.0
0.0 0.0 0.0
0.0 0.0 0.0
0.0 0.0 0.0
0.0 0.0 0.0
-0.1 0.2 -0.8
0.2 0.2 0.1
-0.1 0.0 0.2
0.0 0.0 -0.1
0.0 0.0 0.0
0.0 0.0 0.0
0.0 0.0 0.0
0.0 0.0 0.0
0.0 -0.4 0.0
0.1 0.0 0.0
0.0 0.0 0.0
0.0 0.0 0.0
0.0 0.0 0.0
0.0 0.1 0.1
0.0 0.0 0.0
0.0 0.0 0.0
0.0 0.0 0.0
0.0 0.0 0.0
0.0 0.0 0.0
0.0 0.0 0.0
0.0 -0.1 -0.2
-0.2 0.2 -0.1
0.0 0.0 0.0
0.0 0.0 0.0
0.0 0.0 0.0
0.0 0.0 0.0
0.1 -0.1 0.0
0.0 0.0 0.0
0.0 0.0 0.0
0.0 0.0 0.0
0.0 0.0 0.0
0.0 0.0 0.0
0.0 0.0 0.0
0.0 0.0 0.0
0.0 0.0 0.0
0.0 0.0 0.0
0.0 0.0 0.0
0.1 0.0 0.0
0.0 0.0 0.0
0.0 0.0 0.0
0.0 0.0 0.0
0.0 0.0 0.0
0.0 -0.1 -0.1
0.0 -0.1 -0.1
-0.1 -0.2 0.1
0.1 0.2 0.3
0.0 0.0 0.1
0.0 0.0 0.0
0.0 0.1 0.1
-0.2 -0.2 -0.1
0.0 0.0 -0.2
0.0 -0.2 0.0
0.0 0.0 -0.3
0.0 0.1 0.1
0.0 -0.1 0.0
0.0 0.1 0.0
0.1 0.2 0.3
0.1 0.1 -0.3
0.0 -0.1 -0.1
0.0 0.0 0.0
0.0 0.0 0.0
0.0 0.0 0.0
0.0 0.0 0.0
0.0 0.0 0.0
0.0 0.0 0.0
0.0 -0.1 0.2
0.1 0.2 -0.2
0.0 0.0 0.0
0.0 0.0 0.0
-0.1 0.1 0.0
0.0 0.0 0.0